13
Properties=species:S:1:pos:R:3:lowdin_spin:R:1 method="wB97M-V/def2-TZVPD" homo_lumo_gap_ha="0.081 / 0.208" total_charge=-2 total_energy_ha=-517.7240 e_above_lowest_kcal_mol=31.5 s2=0.751 multiplicity=2
C -1.9926 0.4427 1.6674 0.297
C -0.9692 -0.6486 2.0564 0.262
H -2.0601 1.3273 2.3252 0.092
H -2.9926 0.0995 1.5192 0.086
H -1.7004 0.8960 0.7054 0.009
H -1.2468 -0.9954 3.0978 0.131
H -1.0906 -1.4818 1.2555 0.028
H 0.0532 -0.1558 2.1041 0.024
C 0.7429 -0.1962 -0.3006 0.006
S 1.2920 0.2252 -1.9815 0.054
H 1.0731 -1.1989 0.0633 0.003
H 1.0148 0.5408 0.4668 0.006
H -0.4090 -0.2224 -0.3721 0.003


48
Properties=species:S:1:pos:R:3:lowdin_spin:R:1 method="wB97M-V/def2-TZVPD" homo_lumo_gap_ha="0.304 / 0.200" total_charge=+3 total_energy_ha=-2461.2836 e_above_lowest_kcal_mol=0.0 s2=6.041 multiplicity=5
Pt -1.8855 -0.5233 0.7325 1.041
C -0.9274 -4.5023 0.3672 0.031
C -0.1929 -4.0617 -0.7542 0.024
C 0.4061 -2.8454 -0.6359 0.022
C 0.2674 -1.9858 0.5031 0.106
C -0.4686 -2.4509 1.6144 0.057
C -1.0461 -3.7329 1.5239 0.016
P 1.3315 -0.5220 0.4883 0.414
C 2.9969 -0.9139 0.9597 0.114
C 3.9358 0.1647 0.8450 0.049
C 5.2011 0.0493 1.3459 0.002
C 5.5793 -1.1768 1.9615 0.104
C 4.6954 -2.2344 2.0046 0.014
C 3.4356 -2.1783 1.4757 0.058
C 0.6535 0.7701 1.5022 0.140
C 1.3855 1.7672 2.1139 0.080
C 0.7314 2.9237 2.5663 0.171
C -0.6435 3.1049 2.5487 0.032
C -1.4341 2.0573 2.0715 0.192
C -0.8351 0.8862 1.5082 0.225
H -1.3900 -5.4844 0.2968 0.001
H -0.0588 -4.5908 -1.6589 0.001
H 0.9902 -2.4273 -1.4358 0.003
H -0.5505 -1.9304 2.6140 0.001
H -1.5778 -4.0800 2.3814 0.000
H 3.5706 1.1353 0.4062 0.001
H 5.9744 0.8836 1.2829 -0.001
H 6.5868 -1.1760 2.3586 0.004
H 5.0203 -3.1351 2.5392 0.000
H 2.7897 -3.0156 1.5672 0.002
H 2.4247 1.6492 2.3273 0.002
H 1.3809 3.6118 3.1421 0.006
H -1.0896 4.0099 2.9714 -0.001
H -2.5410 2.0791 2.0677 0.019
C -2.4076 4.2882 -3.0360 0.073
Te -2.2223 2.3635 -3.8792 0.828
C -1.9281 3.0190 -5.9467 0.055
H -1.7048 4.3966 -2.2075 0.011
H -3.4366 4.4723 -2.7823 0.015
H -2.2677 5.0493 -3.8110 0.000
H -2.9339 3.1546 -6.2547 0.016
H -1.4078 2.1900 -6.4480 0.002
H -1.3571 3.9891 -5.8455 0.005
Cl -5.5553 0.3320 -0.1949 0.015
C -5.1240 -1.0450 -1.1713 0.006
Cl -3.4620 -1.8035 -0.7693 0.044
H -5.0747 -0.6893 -2.2023 0.001
H -5.8347 -1.8416 -1.0540 0.001


9
Properties=species:S:1:pos:R:3:nbo_charge:R:1 method="wB97M-V/def2-TZVPD" homo_lumo_gap_ha=0.365 total_energy_ha=-3159.6387 e_above_lowest_kcal_mol=42.5 multiplicity=1
C -1.1009 -0.0690 -0.7394 -0.429
C 0.9522 -0.2257 0.8468 -0.452
N -0.8001 1.2193 -0.1119 -0.098
N 0.1062 1.4090 0.6332 0.008
S -0.2527 -1.3763 0.2647 0.222
Br 2.5334 -0.1118 -0.3170 -0.006
H -2.1936 -0.2969 -0.7357 0.257
H -0.5020 0.0695 -1.6998 0.255
H 1.2574 -0.6180 1.8592 0.244


12
Properties=species:S:1:pos:R:3:nbo_charge:R:1 method="wB97M-V/def2-TZVPD" homo_lumo_gap_ha=0.402 smiles="CN(O)C=[NH2+]" total_charge=+1 total_energy_ha=-264.7961 e_above_lowest_kcal_mol=84.8 multiplicity=1
C 0.7341 1.1685 -0.8849 -0.372
N -0.0349 -0.3016 -0.5978 -0.014
O -0.6032 -0.8563 -1.7268 -0.490
C -0.3922 -0.7496 0.5429 0.337
N 0.0170 -0.3464 1.7704 -0.773
H 0.4078 1.7834 0.0369 0.218
H 1.7138 0.9171 -0.7653 0.225
H 0.4237 1.6807 -1.8783 0.286
H -1.4422 -1.3228 -1.5234 0.492
H -1.0423 -1.6036 0.3808 0.216
H 0.0111 -0.9459 2.6831 0.463
H 0.2073 0.5765 1.9624 0.412